The following is a quantum chemistry calculation of 3 unconnected molecules or ions with the total composition C6H14O3 at a distorted geometry, from the OMol25 dataset.

Computed properties:
HOMO: -8.6 eV
energy: -462.58536 Eh
maximum force: 0.0727 Eh/bohr
multiplicity: 1
frontier orbital gap: 9.3 eV
energy above the lowest of the compared OMol25 structures with the same formula, charge and spin: 103.98 kcal per mole

Bonds (Å) are listed after each position.
CARTESIAN COORDINATES (ANGSTROEM)
1 C -1.450 0.275 -0.915  C2 1.433, C3 1.495, H5 1.084
2 C -0.775 0.434 -2.169  C1 1.433, H6 1.195, H7 1.090, H8 1.087
3 C -1.501 1.423 0.042  C1 1.495, H9 1.089, H10 1.089, H11 1.097
4 C -0.600 -1.397 0.187  H12 1.085, H13 1.088, H14 1.088
5 H -2.342 -0.342 -0.931  C1 1.084
6 H 0.355 0.138 -1.915  C2 1.195
7 H -0.644 1.464 -2.501  C2 1.090
8 H -1.101 -0.239 -2.958  C2 1.087
9 H -1.835 1.119 1.033  C3 1.089
10 H -0.528 1.905 0.117  C3 1.089
11 H -2.214 2.164 -0.340  C3 1.097
12 H 0.090 -1.893 0.862  C4 1.085
13 H -0.754 -2.124 -0.608  C4 1.088
14 H -1.495 -1.285 0.795  C4 1.088
15 C 1.353 0.480 2.137  O17 1.426, H21 1.092, H22 1.091, H23 1.088
16 C 1.551 -0.419 -0.072  O17 1.356, O18 1.374, O19 1.244
17 O 1.477 0.673 0.730  C15 1.426, C16 1.356
18 O 2.246 -1.448 0.517  C16 1.374, H20 0.966
19 O 1.685 -0.241 -1.296  C16 1.244
20 H 2.530 -2.037 -0.193  O18 0.966
21 H 0.436 -0.066 2.371  C15 1.092
22 H 2.211 -0.061 2.539  C15 1.091
23 H 1.304 1.477 2.569  C15 1.088